Record 1
An isolated molecule of C5H7NO in a non-equilibrium geometry. Source: OMol25; level of theory: ωB97M-V/def2-TZVPD.

## Properties
Max |F| ... 0.20922 Eh/bohr
M ... 97.12 g/mol
Energy above the lowest of the compared OMol25 structures with the same formula, charge and spin ... 172.40 kcal per mole

```
! RIJCOSX wB97M-V def2-TZVPD def2/J DEFGRID3
* xyz 0 1
C -0.43 1.07 -1.31
C 0.70 0.06 -1.79
C 0.62 -0.04 -0.20
C 0.77 -0.99 0.87
C -0.80 0.13 -0.07
H -0.08 2.24 -1.44
H -1.22 1.20 -2.15
H 1.52 0.34 -2.45
H 0.15 -0.79 -2.07
H 1.11 0.95 0.15
H 1.89 -1.48 1.30
H -1.29 -0.62 -0.53
N 0.08 -0.68 1.78
O -0.97 0.19 1.22
*
```

natural (NBO) atomic charge list, values in e, 8 entries: C -0.41; C -0.41; C -0.26; C 0.03; C 0.05; H 0.24; H 0.21; H 0.23


Record 2
An isolated molecule of C5H7NO in a non-equilibrium geometry. Source: OMol25; level of theory: ωB97M-V/def2-TZVPD.

## Properties
Max |F| ... 0.04480 Eh/bohr
M ... 97.12 g/mol
Structure (SMILES) ... CC(=O)[C@@H](C)C#N
Energy above the lowest of the compared OMol25 structures with the same formula, charge and spin ... 45.36 kcal per mole

```
! RIJCOSX wB97M-V def2-TZVPD def2/J DEFGRID3
* xyz 0 1
C 2.05 0.01 -0.05
C 0.62 -0.48 0.06
O 0.41 -1.57 0.54
C -0.65 0.28 -0.36
C -1.85 -0.65 0.49
C -0.37 1.80 -0.47
N -0.09 2.92 -0.62
H 2.64 -0.68 0.57
H 2.18 1.04 0.30
H 2.38 -0.05 -1.09
H -0.93 0.02 -1.40
H -1.75 -0.53 1.58
H -2.80 -0.31 0.10
H -1.85 -1.78 0.37
*
```

natural (NBO) atomic charge list, values in e, 8 entries: C -0.72; C 0.59; O -0.53; C -0.42; C -0.56; C 0.28; N -0.32; H 0.25


Record 3
An isolated molecule of C5H7NO. Source: OMol25; level of theory: ωB97M-V/def2-TZVPD.

## Properties
Max |F| ... 0.01254 Eh/bohr
M ... 97.12 g/mol
Energy above the lowest of the compared OMol25 structures with the same formula, charge and spin ... 95.63 kcal per mole

```
! RIJCOSX wB97M-V def2-TZVPD def2/J DEFGRID3
* xyz 0 1
O 1.81 0.40 -2.34
C 1.88 0.06 -1.15
C 0.85 -0.59 -0.45
C -0.58 -0.47 -0.90
N -0.85 -0.03 0.51
C -1.71 0.76 1.00
C 0.50 -0.46 1.01
H 2.81 0.26 -0.56
H -0.78 0.32 -1.64
H -1.18 -1.37 -1.12
H -2.54 1.08 0.38
H -1.61 1.10 2.03
H 1.00 0.32 1.61
H 0.39 -1.37 1.62
*
```

natural (NBO) atomic charge list, values in e, 8 entries: O -0.67; C 0.32; C -0.36; C -0.21; N -0.19; C 0.01; C -0.20; H 0.09


Record 4
A structure of composition C5H7NO. Source: OMol25; level of theory: ωB97M-V/def2-TZVPD.

## Properties
Max |F| ... 0.01175 Eh/bohr
M ... 97.12 g/mol
Energy above the lowest of the compared OMol25 structures with the same formula, charge and spin ... 116.57 kcal per mole

```
! RIJCOSX wB97M-V def2-TZVPD def2/J DEFGRID3
* xyz 0 1
O -0.54 -0.94 -2.07
C -0.79 -0.46 -0.99
C 0.03 -0.64 0.27
C 0.86 0.46 0.89
C 0.28 1.82 0.60
C -0.90 1.38 1.03
N -0.44 0.06 1.48
H 0.89 -2.48 -1.86
H -1.70 0.14 -0.86
H 0.36 -1.66 0.49
H 1.79 0.25 1.41
H 1.59 -2.32 -1.64
H 0.68 2.75 0.22
H -1.94 1.68 0.98
*
```

natural (NBO) atomic charge list, values in e, 8 entries: O -0.50; C 0.43; C -0.17; C -0.09; C -0.26; C -0.05; N -0.38; H 0.03


Record 5
A structure of composition C5H7NO in a non-equilibrium geometry. Source: OMol25; level of theory: ωB97M-V/def2-TZVPD.

## Properties
Max |F| ... 0.02122 Eh/bohr
M ... 97.12 g/mol
Energy above the lowest of the compared OMol25 structures with the same formula, charge and spin ... 162.88 kcal per mole

```
! RIJCOSX wB97M-V def2-TZVPD def2/J DEFGRID3
* xyz 0 1
N -1.87 0.75 1.99
C -1.09 0.07 1.40
O -1.50 0.88 -0.64
C -0.98 0.12 -1.46
C 0.98 -0.94 -0.47
C 1.66 0.29 0.02
C 0.75 -0.59 0.81
H -2.49 1.21 1.33
H -0.52 0.54 -2.36
H -1.14 -0.96 -1.43
H 1.34 -1.86 -0.89
H 1.34 1.25 -0.39
H 2.72 0.26 0.30
H 0.80 -1.04 1.79
*
```

natural (NBO) atomic charge list, values in e, 8 entries: N -0.72; C 0.50; O -0.63; C 0.25; C -0.40; C -0.42; C -0.13; H 0.45


Record 6
An isolated molecule of C5H7NO in a non-equilibrium geometry. Source: OMol25; level of theory: ωB97M-V/def2-TZVPD.

## Properties
Max |F| ... 0.03412 Eh/bohr
M ... 97.12 g/mol
Structure (SMILES) ... CC(=O)[C@@H](C)C#N
Energy above the lowest of the compared OMol25 structures with the same formula, charge and spin ... 23.33 kcal per mole

```
! RIJCOSX wB97M-V def2-TZVPD def2/J DEFGRID3
* xyz 0 1
C 2.02 -0.01 -0.02
C 0.62 -0.55 0.03
O 0.45 -1.68 0.40
C -0.67 0.23 -0.36
C -1.81 -0.53 0.45
C -0.43 1.71 -0.40
N -0.12 2.82 -0.55
H 2.60 -0.65 0.65
H 2.12 1.04 0.27
H 2.43 -0.13 -1.03
H -0.89 0.01 -1.42
H -1.70 -0.43 1.54
H -2.80 -0.22 0.13
H -1.75 -1.62 0.29
*
```

natural (NBO) atomic charge list, values in e, 8 entries: C -0.72; C 0.61; O -0.53; C -0.43; C -0.59; C 0.28; N -0.32; H 0.25


Record 7
An isolated molecule of C5H7NO. Source: OMol25; level of theory: ωB97M-V/def2-TZVPD.

## Properties
Max |F| ... 0.01754 Eh/bohr
M ... 97.12 g/mol
Structure (SMILES) ... C1=N[C@H]2C[C@H]2CO1
Energy above the lowest of the compared OMol25 structures with the same formula, charge and spin ... 38.44 kcal per mole

```
! RIJCOSX wB97M-V def2-TZVPD def2/J DEFGRID3
* xyz 0 1
C -0.78 0.19 -1.68
N 0.34 0.78 -1.54
C 1.05 0.49 -0.31
C 0.53 1.09 0.97
C 0.48 -0.39 0.75
C -0.78 -1.11 0.37
O -1.41 -0.65 -0.84
H -1.39 0.33 -2.56
H 2.10 0.34 -0.43
H -0.42 1.63 0.91
H 1.24 1.49 1.68
H 1.17 -0.99 1.35
H -1.56 -1.03 1.12
H -0.57 -2.17 0.19
*
```

natural (NBO) atomic charge list, values in e, 8 entries: C 0.40; N -0.48; C -0.08; C -0.42; C -0.29; C -0.06; O -0.50; H 0.17


Record 8
A structure of composition C5H7NO in a non-equilibrium geometry. Source: OMol25; level of theory: ωB97M-V/def2-TZVPD.

## Properties
Max |F| ... 0.02267 Eh/bohr
M ... 97.12 g/mol
Energy above the lowest of the compared OMol25 structures with the same formula, charge and spin ... 102.08 kcal per mole

```
! RIJCOSX wB97M-V def2-TZVPD def2/J DEFGRID3
* xyz 0 1
C 2.43 -0.16 0.01
C 0.94 0.00 -0.06
C -0.07 -0.92 -0.36
C -1.26 -0.08 -0.02
N -2.56 -0.61 -0.09
C -0.86 1.20 0.29
O 0.49 1.23 0.29
H 2.93 0.52 -0.68
H 2.70 -1.19 -0.22
H 2.79 0.08 1.02
H -0.63 -0.14 -1.20
H -2.49 -1.62 -0.12
H -3.10 -0.32 0.72
H -1.38 2.13 0.41
*
```

natural (NBO) atomic charge list, values in e, 8 entries: C -0.67; C 0.33; C -0.53; C 0.00; N -0.81; C 0.00; O -0.38; H 0.23


Record 9
An isolated molecule of C5H7NO in a non-equilibrium geometry. Source: OMol25; level of theory: ωB97M-V/def2-TZVPD.

## Properties
Max |F| ... 0.04737 Eh/bohr
M ... 97.12 g/mol
Structure (SMILES) ... C=C1COC=C1N
Energy above the lowest of the compared OMol25 structures with the same formula, charge and spin ... 89.51 kcal per mole

```
! RIJCOSX wB97M-V def2-TZVPD def2/J DEFGRID3
* xyz 0 1
C -1.70 0.37 0.69
C -0.47 -0.13 0.33
C -0.65 -1.35 -0.43
O 0.49 -1.48 -1.30
C 1.35 -0.50 -0.89
C 0.91 0.28 0.14
N 1.52 1.39 0.73
H -1.95 0.85 1.61
H -2.41 0.51 -0.13
H -1.81 -1.17 -0.54
H -0.70 -2.27 0.17
H 2.26 -0.40 -1.49
H 0.85 2.14 0.90
H 2.30 1.76 0.20
*
```

natural (NBO) atomic charge list, values in e, 8 entries: C -0.52; C -0.01; C -0.14; O -0.47; C 0.11; C 0.04; N -0.80; H 0.20


Record 10
An isolated molecule of C5H7NO in a non-equilibrium geometry. Source: OMol25; level of theory: ωB97M-V/def2-TZVPD.

## Properties
Max |F| ... 0.04806 Eh/bohr
M ... 97.12 g/mol
Structure (SMILES) ... Cn1cccc1O
Energy above the lowest of the compared OMol25 structures with the same formula, charge and spin ... 65.83 kcal per mole

```
! RIJCOSX wB97M-V def2-TZVPD def2/J DEFGRID3
* xyz 0 1
C -1.80 0.14 0.49
N -0.41 -0.10 0.17
C 0.17 -1.35 0.02
C 1.47 -1.15 -0.26
C 1.74 0.26 -0.48
C 0.51 0.85 -0.10
O 0.10 2.11 0.17
H -2.17 0.97 -0.13
H -1.93 0.40 1.54
H -2.36 -0.76 0.26
H -0.43 -2.25 0.05
H 2.28 -1.85 -0.33
H 1.95 -0.10 -1.52
H 0.85 2.72 0.11
*
```

natural (NBO) atomic charge list, values in e, 8 entries: C -0.40; N -0.35; C -0.12; C -0.23; C -0.59; C 0.51; O -0.67; H 0.22